Record 1
86
Properties=species:S:1:pos:R:3:forces:R:3:mulliken_charge:R:1 method="wB97M-V/def2-TZVPD" de_lowest_ev=0.0000 energy_ha=-6468.11290 total_charge=-2 orbital_gap_ha=0.1935
La 0.49182 0.62253 -0.37884 0.3 -0.2 -0.7 1.1153
C 2.58313 -2.40328 -4.55171 0.0 0.0 0.0 -1.4026
C 1.89300 -1.37356 -3.64561 0.1 0.0 0.0 -0.4638
N 2.77455 -0.41024 -2.97775 -0.1 -0.1 0.0 1.0450
C 3.31853 0.53035 -3.95648 0.1 0.0 0.0 -0.4637
C 4.32627 1.52646 -3.40664 0.0 0.0 0.0 -1.0623
C 3.78959 -1.04541 -2.14727 0.0 0.1 0.1 -1.0941
C 4.03059 -0.28560 -0.83709 0.0 -0.2 0.0 -0.9355
N 2.94289 -0.58490 0.08427 -0.4 0.3 0.1 0.6728
C 3.19533 -1.18737 1.24144 0.0 0.0 -0.1 -0.3217
C 2.09858 -1.79730 1.91263 -0.1 0.0 0.0 0.0237
F 0.90773 -1.72533 1.26897 0.0 -0.1 0.0 0.3434
C 2.16943 -2.45351 3.10662 -0.1 0.0 0.0 0.0477
F 1.04258 -3.00005 3.62099 0.1 0.0 0.0 -0.3202
C 3.36910 -2.59334 3.79432 0.0 0.0 0.0 -0.9848
C 4.46438 -2.02163 3.17741 0.1 0.0 0.0 0.2470
F 5.67220 -2.09653 3.79815 -0.1 0.0 0.0 -0.3696
C 4.40859 -1.35200 1.97290 0.1 0.0 0.0 0.4150
F 5.57072 -0.78333 1.54429 0.0 0.0 0.1 -0.3699
H 1.83216 -2.90819 -5.16350 0.0 0.0 0.0 0.4489
H 3.10110 -3.16798 -3.96911 0.0 0.0 0.0 0.2929
H 3.30886 -1.94415 -5.22595 0.0 0.0 0.0 0.2869
H 1.32435 -1.90508 -2.88473 -0.1 0.0 0.1 0.0479
H 1.17066 -0.79475 -4.22586 0.0 0.0 0.0 0.4714
H 2.46741 1.06927 -4.37921 0.0 0.0 0.0 0.2889
H 3.81418 -0.01717 -4.78018 0.0 0.0 0.0 0.1613
H 3.90405 2.10163 -2.58732 0.0 0.1 0.0 -0.0777
H 4.60175 2.22401 -4.20149 0.0 0.0 0.0 0.4107
H 5.23860 1.03361 -3.06122 0.0 0.0 0.0 0.2922
H 4.73897 -1.18639 -2.69380 0.0 0.0 0.0 0.2655
H 3.42982 -2.03914 -1.87018 0.0 0.0 0.0 0.5130
H 4.04702 0.78690 -1.02460 0.1 0.0 0.0 0.1228
H 5.01281 -0.57508 -0.46054 -0.1 0.0 0.0 0.3632
H 3.43878 -3.10663 4.74004 0.0 0.0 0.0 0.4803
S 2.29364 3.20426 -0.51367 -0.2 -0.1 0.0 -0.3748
S 2.09722 4.13203 -2.36032 0.0 0.0 -0.1 -0.1857
S 0.14131 3.87890 -2.95245 0.0 0.0 0.0 -0.2008
S -0.15822 1.85589 -3.12418 0.3 0.0 0.1 -0.3778
Br -3.58364 2.97549 -2.48349 -0.1 0.0 -0.2 -0.1204
C -3.84767 1.10865 -2.17348 0.1 0.1 0.0 0.0266
C -5.14837 0.63411 -2.12098 -0.1 -0.1 0.0 -0.6684
C -5.31074 -0.73696 -1.97627 -0.1 0.1 0.0 -0.4343
C -4.19495 -1.55086 -1.93122 0.1 0.0 0.0 -0.6557
C -2.93770 -0.95668 -1.97014 -0.1 0.1 0.2 0.6900
N -2.77786 0.36393 -2.05095 -0.1 -0.1 0.1 0.3039
C -1.68322 -1.82413 -1.96470 0.3 -0.1 -0.4 -0.3019
O -1.80743 -2.94136 -2.46799 0.0 -0.1 0.2 -0.7858
O -0.62087 -1.31484 -1.49345 -0.1 0.3 0.3 -0.3504
H -5.98548 1.31174 -2.20432 0.0 0.0 0.0 0.4365
H -6.30623 -1.16110 -1.91637 0.0 0.0 0.0 0.3928
H -4.26242 -2.62511 -1.86701 0.0 -0.1 0.0 0.5174
C 1.53038 2.74749 3.88342 0.0 0.0 0.0 -0.8757
C 0.43345 2.58041 4.71909 0.0 0.0 0.0 -0.8478
C -0.63545 1.82213 4.26943 0.0 0.0 0.0 -0.8266
C -0.61142 1.25250 2.99133 -0.1 0.0 0.0 1.0518
C 0.47278 1.40848 2.10584 0.1 0.0 0.4 0.2266
C 1.53781 2.16163 2.62232 0.0 0.1 0.0 -0.1499
C -1.74670 0.36582 2.62359 0.0 0.0 0.1 0.2914
C -3.02981 0.50788 3.24858 0.0 0.0 0.0 -0.9328
C -3.99457 -0.41987 3.03990 0.0 0.0 0.0 -1.5639
C -3.70799 -1.56069 2.24801 -0.1 0.0 0.0 1.3690
C -4.60115 -2.64464 2.09029 0.0 0.0 0.0 -0.7766
C -4.22891 -3.74764 1.37302 0.1 0.0 0.0 -0.6746
C -2.94813 -3.80255 0.77904 -0.1 0.0 -0.1 -0.5694
C -2.08069 -2.75401 0.89081 0.0 0.1 0.0 -0.5554
C -2.44558 -1.59816 1.62270 0.1 0.0 -0.1 -0.1111
N -1.52486 -0.59685 1.75728 0.0 0.1 0.0 1.0122
H 2.38346 3.33034 4.21636 0.0 0.0 0.0 0.4085
H 0.41835 3.01324 5.71320 0.0 0.0 0.0 0.3414
H -1.46874 1.64234 4.94115 0.0 0.0 0.0 0.3739
H 2.42379 2.31643 2.01206 0.0 0.0 0.0 0.2706
H -3.22809 1.38405 3.84967 0.0 0.0 0.0 0.4691
H -4.97770 -0.31466 3.48805 0.0 0.0 0.0 0.3187
H -5.57385 -2.59411 2.56890 0.0 0.0 0.0 0.3754
H -4.90959 -4.58393 1.26606 0.0 0.0 0.0 0.3595
H -2.65375 -4.67408 0.20793 0.0 0.0 0.0 0.3675
H -1.10036 -2.78206 0.43729 0.0 0.0 0.0 0.3068
N -2.04525 4.72746 0.54102 -0.1 0.0 -0.1 0.0436
C -3.16540 3.98656 0.85464 0.1 0.0 0.1 -1.2108
C -2.80356 2.69351 0.64782 0.1 0.0 0.1 -0.7028
N -1.49781 2.63040 0.21712 0.1 -0.3 -0.1 1.1634
C -1.07297 3.86756 0.15686 0.0 0.1 0.1 -0.8918
H -1.96650 5.72776 0.53684 0.0 0.0 0.0 0.2201
H -4.09151 4.43729 1.16327 0.0 0.0 0.0 0.4161
H -3.40315 1.80692 0.76744 0.0 0.0 0.0 0.6935
H -0.07344 4.17226 -0.11232 0.0 0.0 0.0 0.2089

***

Record 2
63
Properties=species:S:1:pos:R:3:forces:R:3:nbo_charge:R:1 method="wB97M-V/def2-TZVPD" de_lowest_ev=3.9539 multiplicity=5 energy_ha=-2245.52738 s2=6.02 total_charge=0 orbital_gap_ha="0.1782 / 0.2186"
O 1.20658 1.27206 -5.23710 -0.3 0.4 -2.2 -0.5567
C 0.14108 0.86647 -6.18551 -0.8 -1.0 1.2 -0.0408
C 0.93844 1.09730 -7.44584 0.4 0.3 0.7 -0.4790
H -0.80550 1.39867 -6.02033 0.5 0.3 -0.2 0.1838
H -0.07842 -0.18418 -5.97910 0.0 0.6 -0.8 0.1868
C 2.06263 1.47579 -6.43966 0.9 0.3 -0.2 0.2780
H 0.51993 1.91329 -8.04780 0.5 -0.3 -0.1 0.2190
H 1.17296 0.16687 -7.99481 -0.3 0.7 0.0 0.2119
C 2.63447 2.89825 -6.51274 0.1 -0.2 0.1 -0.6283
H 1.86201 3.67489 -6.60174 0.1 -0.3 0.2 0.2198
H 3.32171 3.03393 -7.37063 -0.3 -0.3 0.4 0.2168
H 3.20999 3.04972 -5.58836 -0.1 0.2 -0.2 0.2173
C 3.17322 0.43555 -6.35090 0.1 0.1 0.0 -0.6250
H 2.75753 -0.57882 -6.36267 0.0 0.2 0.1 0.2046
H 3.70440 0.60303 -5.40471 0.0 -0.2 -0.2 0.2126
H 3.89639 0.49830 -7.17468 -0.2 0.1 0.1 0.2182
Ho 1.26934 0.33890 -2.04103 -0.9 -3.0 -1.0 1.3236
C 1.23013 -1.01583 0.43111 1.1 -1.6 0.6 -0.2313
C -0.24176 -1.36920 0.27901 0.5 1.4 0.0 -0.6592
C -0.29183 -1.70142 -1.18986 -0.4 -1.0 -0.7 -0.4624
H -0.44547 -2.29245 0.84392 0.2 -0.8 0.3 0.2369
C 0.97801 -2.29386 -1.45316 0.8 -0.1 -0.3 -0.3494
C 1.94896 -1.74742 -0.54580 -0.8 -0.3 0.2 -0.4073
H 3.03062 -1.90890 -0.64691 -0.5 0.1 0.4 0.2270
H 1.67824 -0.66627 1.38031 -0.4 -0.3 -0.8 0.2183
H -1.21951 -2.00396 -1.72541 0.7 0.1 0.6 0.2039
H 1.26245 -3.07130 -2.18735 -0.3 0.7 0.4 0.2132
C 0.73302 1.40311 0.34119 0.1 1.1 0.0 -0.2674
C 2.03311 1.76886 -0.11564 -0.7 0.6 0.3 -0.3626
C 1.87468 2.52092 -1.29992 -0.8 1.2 0.2 -0.4214
H 2.95383 1.45091 0.35864 0.0 0.2 0.0 0.2269
C 0.45448 2.57014 -1.59186 0.9 0.8 0.3 -0.3981
C -0.23222 1.81922 -0.59297 1.0 1.5 0.0 -0.3875
H -1.29733 1.76726 -0.47257 -0.3 -0.1 0.0 0.2314
H 0.45452 1.09543 1.33416 0.4 -0.3 -0.1 0.2424
H 2.68596 2.91517 -1.91571 -0.3 0.1 0.2 0.2284
H 0.00605 3.13288 -2.39634 0.0 -0.1 -0.1 0.2329
O -0.50774 -0.22939 -3.99280 -0.5 -1.6 0.6 -0.5962
C 0.19839 -1.53101 -4.40671 -1.2 1.1 1.0 -0.1069
C -0.90687 -2.39436 -5.01893 0.9 0.0 -0.2 -0.4376
H 0.59400 -2.03174 -3.52587 -0.4 0.5 0.1 0.2234
H 1.12220 -1.31283 -4.98914 -1.1 0.3 -0.2 0.1976
C -2.25162 -1.75926 -4.64722 -0.1 0.3 0.0 -0.4412
H -0.86052 -3.36475 -4.51221 0.1 0.0 -0.6 0.2268
H -0.70596 -2.49865 -6.10138 -0.5 -0.1 0.5 0.2133
C -2.02662 -0.34664 -4.09349 2.1 -0.1 0.1 -0.0537
H -2.69757 -2.34772 -3.85870 -0.1 -0.2 0.2 0.2185
H -2.94417 -1.79747 -5.47254 -0.2 0.2 -0.4 0.2232
H -2.50185 -0.26120 -3.10306 0.6 0.1 -0.2 0.2052
H -2.34960 0.53432 -4.68193 0.2 -0.7 -0.1 0.1887
O -1.05627 -0.10761 2.43558 -0.2 -0.3 -0.6 -0.6622
B -1.28631 -0.59249 1.10262 -0.7 -0.1 1.0 1.1639
O -2.67136 -0.72219 0.89435 0.3 0.0 0.1 -0.6669
C -3.27260 -0.39581 2.08241 1.1 0.4 0.7 0.2922
C -4.59186 -0.45837 2.41308 -0.7 -0.2 -0.6 -0.2813
C -4.97210 0.05855 3.64193 0.2 0.6 1.0 -0.2234
C -4.01436 0.48173 4.57659 -0.5 -0.1 -0.1 -0.2230
C -2.63855 0.32544 4.32162 0.3 0.5 0.3 -0.2457
C -2.29242 0.00151 3.02640 -0.6 -0.7 -0.8 0.2245
H -5.32199 -0.89892 1.74064 0.1 0.3 -0.1 0.2229
H -6.02948 0.18443 3.88236 0.3 -0.2 -0.1 0.2150
H -4.37915 0.97151 5.49246 0.4 -0.6 -0.3 0.2168
H -1.88295 0.47815 5.11347 -0.5 0.2 -0.7 0.2283